P:
DFT (the ωB97M-V functional and the def2-TZVPD basis) results for a single C4H5NOS molecule.

```
12
Properties=species:S:1:pos:R:3:nbo_charge:R:1
C -0.13 -0.34 -0.06 0.52
C -0.56 1.14 0.00 -0.54
C -2.09 0.93 -0.01 -0.31
C -2.33 -0.36 0.02 0.14
H 3.19 -0.72 0.08 0.12
H -0.06 1.61 -0.87 0.25
H -0.22 1.72 0.91 0.25
H -2.79 1.76 -0.01 0.23
H -3.29 -0.92 -0.04 0.21
N 1.02 -0.87 -0.03 -0.57
O -1.28 -1.18 0.04 -0.46
S 2.31 0.24 0.01 0.17
```

Calculated values
SMILES string ... S/N=C1\CC=CO1
Total charge ... 0
Frontier orbital gap ... 9.43 eV
Multiplicity ... 1
Highest occupied orbital energy ... -8.57 eV
Molecular weight ... 115.16 g/mol


Q:
DFT (the ωB97M-V functional and the def2-TZVPD basis) results for a single C4H5NOS molecule.

```
12
Properties=species:S:1:pos:R:3:nbo_charge:R:1
C -0.32 -1.52 -0.03 0.09
C 0.06 0.99 0.13 0.07
C -0.50 -2.85 0.07 -0.51
C 0.19 2.45 -0.03 -0.66
N 1.15 0.35 0.02 -0.09
O 1.09 -0.95 -0.06 -0.32
S -1.40 -0.14 0.10 0.26
H -1.46 -3.31 0.01 0.22
H 0.31 -3.55 -0.08 0.23
H -0.41 3.22 0.60 0.23
H 0.10 2.74 -1.05 0.23
H 1.20 2.58 0.32 0.25
```

Calculated values
SMILES string ... C=C1ON=C(C)S1
Total charge ... 0
Frontier orbital gap ... 9.08 eV
Multiplicity ... 1
Highest occupied orbital energy ... -8.36 eV
Molecular weight ... 115.16 g/mol


Short version: P, Q, most stable first.


P:
DFT (the ωB97M-V functional and the def2-TZVPD basis) results for a molecular structure, C4H5NOS.

```
12
Properties=species:S:1:pos:R:3:nbo_charge:R:1
C 0.77 -1.10 -1.56 -0.69
C -0.09 -0.33 -0.52 0.33
C -0.06 1.07 -0.16 -0.36
C -0.55 0.93 1.12 -0.05
H 1.86 -1.37 -1.09 0.25
H 0.22 -2.39 -1.60 0.23
H 0.91 -0.77 -2.69 0.25
H 0.22 1.74 -0.91 0.25
H -1.66 1.33 3.01 0.18
N -0.62 -0.22 1.61 -0.16
O -0.26 -1.11 0.61 -0.28
S -0.74 2.22 2.18 0.05
```

Calculated values
Total charge ... 0
Frontier orbital gap ... 9.50 eV
Multiplicity ... 1
Highest occupied orbital energy ... -9.09 eV
Molecular weight ... 115.16 g/mol


Q:
DFT (the ωB97M-V functional and the def2-TZVPD basis) results for a single C4H5NOS molecule.

```
12
Properties=species:S:1:pos:R:3:nbo_charge:R:1
C 0.27 -1.48 0.07 -0.52
C 0.19 1.68 -0.05 0.04
C -0.74 0.67 0.42 -0.04
C -0.62 -0.47 -0.49 0.04
H -0.12 -1.77 1.10 0.23
H 0.32 -2.35 -0.61 0.23
H 0.14 2.78 -0.16 0.22
H -0.46 0.39 1.44 0.20
H -0.37 -0.35 -1.51 0.19
N 1.44 1.31 -0.20 -0.50
O -1.89 -0.05 -0.04 -0.42
S 1.86 -0.36 0.05 0.34
```

Calculated values
SMILES string ... C1=NSC[C@H]2O[C@H]12
Total charge ... 0
Frontier orbital gap ... 9.83 eV
Multiplicity ... 1
Highest occupied orbital energy ... -9.07 eV
Molecular weight ... 115.16 g/mol


Short version: Q, P, most stable first.


P:
DFT (the ωB97M-V functional and the def2-TZVPD basis) results for 2 unconnected molecules or ions with the total composition C4H5NOS.

```
12
Properties=species:S:1:pos:R:3:nbo_charge:R:1
C 2.82 -1.23 0.03 0.65
C 3.70 -0.12 -0.17 -0.02
C -0.83 -0.25 -0.14 -0.39
C -0.41 0.41 0.92 -0.39
N 2.64 -0.40 -1.05 -0.59
O 2.48 -2.25 0.47 -0.49
S 4.84 0.94 0.23 0.03
H 2.20 -0.17 -1.93 0.43
H -1.94 -0.63 -0.17 0.20
H -0.23 -0.52 -1.00 0.19
H 0.60 0.77 1.01 0.18
H -0.94 0.59 1.89 0.21
```

Calculated values
SMILES string ... O=c1[nH]c1=S.C=C
Total charge ... 0
Frontier orbital gap (spin up / spin down) ... 8.91 / 8.91 eV
Multiplicity ... 1
Highest occupied orbital energy (spin up / spin down) ... -9.32 / -9.32 eV
Molecular weight ... 115.16 g/mol


Q:
DFT (the ωB97M-V functional and the def2-TZVPD basis) results for a single C4H5NOS molecule.

```
12
Properties=species:S:1:pos:R:3:nbo_charge:R:1
C -1.80 -0.24 0.49 -0.27
C -0.57 -0.15 -0.27 -0.17
C 0.18 1.13 -0.36 -0.21
C 1.80 -0.69 0.21 0.55
H -1.74 0.16 1.54 0.21
H -0.50 -0.78 -1.13 0.23
H 0.79 1.28 -1.30 0.21
H -0.16 2.00 0.19 0.21
H 2.67 -0.09 0.41 0.12
N 0.65 0.06 0.47 -0.44
O 1.83 -1.84 -0.16 -0.54
S -3.16 -0.85 -0.08 0.10
```

Calculated values
SMILES string ... O=CN1C[C@@H]1C=S
Total charge ... 0
Frontier orbital gap ... 8.58 eV
Multiplicity ... 1
Highest occupied orbital energy ... -9.05 eV
Molecular weight ... 115.16 g/mol


Short version: Q, P, most stable first.


P:
DFT (the ωB97M-V functional and the def2-TZVPD basis) results for a single C4H11N2S molecule.

```
18
Properties=species:S:1:pos:R:3:nbo_charge:R:1
C -1.37 1.02 -0.70 -0.62
C -0.56 -0.05 0.11 -0.07
C -1.22 -0.47 1.38 -0.63
S -2.58 -1.60 1.16 0.12
N 0.80 0.86 0.30 -0.68
C 1.95 -0.05 -0.04 -0.05
N 1.77 -0.47 -1.44 -0.87
H -0.88 1.31 -1.69 0.23
H -2.29 0.31 -0.81 0.20
H -1.48 1.94 -0.03 0.22
H -0.44 -0.96 -0.49 0.22
H -1.79 0.53 1.71 0.24
H -0.63 -1.17 1.93 0.27
H 0.94 1.34 1.27 0.38
H 1.82 -0.96 0.69 0.10
H 3.05 0.10 0.14 0.20
H 2.04 -1.47 -1.81 0.38
H 0.86 -0.20 -1.70 0.36
```

Calculated values
Total charge ... 0
Frontier orbital gap (spin up / spin down) ... 9.43 / 6.42 eV
Multiplicity ... 2
Highest occupied orbital energy (spin up / spin down) ... -8.49 / -8.48 eV
Molecular weight ... 119.21 g/mol


Q:
DFT (the ωB97M-V functional and the def2-TZVPD basis) results for a single C4H11N2S molecule.

```
18
Properties=species:S:1:pos:R:3:nbo_charge:R:1
C -1.06 -0.38 -0.06 -0.25
N -0.36 0.80 -0.52 -0.62
C 1.07 0.52 -0.73 -0.26
C 1.62 1.79 -1.41 -0.53
S 3.45 1.45 -1.42 0.08
C -0.49 -1.08 1.32 -0.24
N -1.61 -1.98 1.81 -0.83
H -1.29 -1.03 -0.92 0.19
H -2.10 -0.04 0.08 0.19
H -0.53 1.47 0.25 0.35
H 1.67 -0.08 0.10 0.20
H 1.01 -0.25 -1.55 0.20
H 1.32 2.08 -2.38 0.23
H 1.24 2.59 -0.67 0.20
H 0.42 -1.55 1.08 0.19
H -0.16 -0.26 2.06 0.19
H -2.39 -1.36 1.92 0.35
H -1.81 -2.69 1.05 0.36
```

Calculated values
Total charge ... 0
Frontier orbital gap (spin up / spin down) ... 9.82 / 6.94 eV
Multiplicity ... 2
Highest occupied orbital energy (spin up / spin down) ... -8.85 / -8.78 eV
Molecular weight ... 119.21 g/mol


Short version: Q, P, most stable first.


P:
DFT (the ωB97M-V functional and the def2-TZVPD basis) results for a single C2H3O2P molecule.

```
8
Properties=species:S:1:pos:R:3:nbo_charge:R:1
C -0.44 -0.92 0.31 0.35
C -0.31 0.33 -0.30 -0.76
O -1.27 -1.60 -0.39 -0.68
O -2.86 0.28 0.92 -1.07
P -2.38 -0.01 -0.44 1.47
H -0.19 -1.29 1.33 0.20
H 0.32 1.04 0.18 0.23
H 0.04 0.17 -1.40 0.27
```

Calculated values
SMILES string ... O=[P@@]12C[C@@H]1O2
Total charge ... 0
Frontier orbital gap ... 9.23 eV
Multiplicity ... 1
Highest occupied orbital energy ... -9.47 eV
Molecular weight ... 90.02 g/mol


Q:
DFT (the ωB97M-V functional and the def2-TZVPD basis) results for a molecular structure, C2H3O2P.

```
8
Properties=species:S:1:pos:R:3:nbo_charge:R:1
C -0.71 -1.36 -0.13 -0.46
C 0.75 0.71 0.01 0.23
O 0.85 -0.59 0.37 -0.56
O -0.61 1.13 -0.06 -0.79
P -1.76 -0.04 -0.16 1.05
H -0.68 -2.35 0.29 0.23
H 1.09 1.48 0.63 0.17
H 1.06 1.02 -0.96 0.13
```

Calculated values
Total charge ... 0
Frontier orbital gap ... 8.83 eV
Multiplicity ... 1
Highest occupied orbital energy ... -8.98 eV
Molecular weight ... 90.02 g/mol


Short version: P, Q, most stable first.


P:
DFT (the ωB97M-V functional and the def2-TZVPD basis) results for a single C8H17NO molecule.

```
27
Properties=species:S:1:pos:R:3:nbo_charge:R:1
C 2.98 -1.19 -0.26 -0.62
C 1.44 -1.45 0.09 -0.43
C 0.64 -0.13 0.54 0.28
C 0.91 2.04 -0.20 -0.06
C -0.55 1.55 -0.32 -0.25
C -1.54 -0.56 0.06 -0.03
C -2.36 -0.26 1.27 -0.66
C -2.44 -0.78 -1.18 -0.60
H 3.58 -2.04 -0.60 0.21
H 3.62 -0.67 0.56 0.22
H 3.09 -0.58 -1.21 0.21
H 1.28 -2.13 0.94 0.20
H 0.82 -1.90 -0.70 0.21
H 0.22 -0.19 1.54 0.13
H 1.19 2.85 0.44 0.20
H 1.29 2.25 -1.33 0.17
H -0.97 1.87 -1.31 0.21
H -1.07 1.80 0.54 0.17
H -1.09 -1.62 0.14 0.19
H -3.05 0.51 0.94 0.21
H -1.64 -0.11 2.16 0.22
H -2.93 -1.18 1.47 0.23
H -3.01 0.09 -1.21 0.19
H -2.01 -0.91 -2.16 0.22
H -3.11 -1.59 -1.02 0.20
N -0.48 0.17 -0.33 -0.48
O 1.59 0.89 0.39 -0.54
```

Calculated values
SMILES string ... CC[C@H]1OCCN1C(C)C
Total charge ... 0
Frontier orbital gap ... 9.45 eV
Multiplicity ... 1
Highest occupied orbital energy ... -8.47 eV
Molecular weight ... 143.23 g/mol


Q:
DFT (the ωB97M-V functional and the def2-TZVPD basis) results for a molecular structure, C8H17NO.

```
27
Properties=species:S:1:pos:R:3:nbo_charge:R:1
C -2.40 -0.06 0.57 -0.24
C -1.17 0.59 0.21 0.06
C 0.18 0.39 1.04 -0.27
C 0.80 -0.89 1.28 -0.39
C 1.56 -1.63 0.16 -0.40
C 2.67 -0.79 -0.35 -0.43
C 2.05 0.41 -1.06 -0.38
C 1.15 1.21 0.15 -0.37
H -3.62 1.27 -0.18 0.38
H -4.09 -0.52 -0.80 0.38
H -2.81 0.08 1.64 0.23
H -2.16 -1.37 0.27 0.16
H -1.49 1.73 0.24 0.14
H -1.83 0.06 -1.27 0.46
H 0.09 0.92 1.93 0.21
H -0.06 -1.47 1.66 0.20
H 1.53 -0.62 2.14 0.20
H 1.89 -2.57 0.60 0.20
H 0.95 -1.67 -0.58 0.20
H 3.24 -0.19 0.44 0.22
H 3.16 -1.56 -1.08 0.22
H 1.48 0.45 -2.00 0.23
H 2.97 1.39 -0.88 0.18
H 0.80 2.09 -0.22 0.20
H 2.03 1.92 0.75 0.17
N -3.25 0.32 -0.82 -0.87
O -1.04 0.31 -1.13 -0.70
```

Calculated values
Total charge ... 0
Frontier orbital gap ... 10.00 eV
Multiplicity ... 1
Highest occupied orbital energy ... -9.34 eV
Molecular weight ... 143.23 g/mol


Short version: P, Q, most stable first.